90
Properties=species:S:1:pos:R:3:lowdin_charge:R:1 method="wB97M-V/def2-TZVPD" homo_energy_ev=-9.2 total_charge=0 e_tot_ha=-2684.3320 gap_ev=8.961
C 5.987 -1.151 -2.474 -0.188
C -5.571 0.808 -2.873 -0.320
H -10.015 6.525 2.974 0.090
C -1.790 -0.545 -0.563 -0.252
H 3.396 -0.533 -2.988 0.105
H -4.423 2.796 0.097 -0.127
H 5.967 -4.563 2.079 0.120
N -2.679 1.871 -2.801 -0.038
C -6.899 5.864 4.111 -0.430
H 2.643 -3.112 -2.844 0.110
H -6.788 5.779 1.967 0.114
C -7.742 6.451 5.239 -0.076
C -1.969 1.653 -3.868 -0.879
H -7.438 3.923 4.277 0.070
C -3.354 -0.579 -0.995 -0.305
H -9.964 5.073 4.029 0.074
O 3.967 -4.369 1.540 -0.207
H 3.094 -5.913 2.601 0.075
H -5.946 4.107 3.722 0.054
C 7.154 -0.543 -1.538 -0.204
C 5.500 -6.063 0.544 -0.427
H -8.130 7.437 4.967 0.077
N -6.587 4.465 4.428 0.040
H 1.380 -1.793 -2.991 0.098
H 4.942 -1.571 -0.508 0.099
H 1.150 -3.911 -1.176 0.110
H 3.594 -6.097 -0.132 0.069
H 4.313 -4.965 3.516 0.091
H -3.663 -1.669 -1.210 0.077
H -5.656 1.163 -3.970 0.084
H 6.925 1.341 -2.865 0.105
H -5.959 6.427 4.084 0.134
Si -3.714 0.399 -2.604 0.186
H 6.500 -6.076 0.097 0.135
C 8.046 3.367 -0.866 -0.141
C 5.312 -4.683 1.207 -0.202
O -8.602 5.065 2.474 -0.199
H 3.058 -0.410 -1.191 0.114
C -7.553 5.997 2.720 -0.204
S -5.600 2.438 0.766 0.615
H -1.576 -2.714 -1.196 0.118
C 3.332 -1.162 -2.023 -0.206
C -0.937 -1.754 -1.239 -0.218
H 4.631 -5.559 -1.229 0.061
C -6.654 1.555 -0.509 -0.525
C -9.861 5.443 3.006 -0.109
H -7.136 6.571 6.141 0.076
H 5.826 -8.136 1.068 0.077
H 9.172 3.126 -0.929 0.079
H 4.833 -2.920 -1.747 0.091
H -6.691 0.427 -0.363 0.076
H -7.714 1.982 -0.380 0.078
H -6.219 -0.142 -2.823 0.094
H 6.959 -0.644 -0.421 0.095
H -5.381 2.885 -1.874 0.083
H -1.712 -0.663 0.582 0.111
H 6.095 2.140 -0.776 0.112
H 7.796 3.985 0.068 0.070
I -3.126 -1.183 -4.473 0.518
N 4.517 -6.286 -0.525 0.043
H -3.971 -0.218 -0.092 0.069
H 6.437 -1.911 -3.196 0.107
C 3.517 -4.921 2.767 -0.102
H 4.412 -7.449 1.847 0.064
C 2.156 -2.235 -2.269 -0.208
H 7.461 1.446 0.237 0.099
H -1.306 0.475 -0.787 0.103
H -0.692 -1.564 -2.333 0.067
H 8.651 0.986 -2.298 0.101
S -1.001 1.878 -5.210 0.610
C 0.331 -1.989 -0.291 -0.225
H 0.766 -1.024 0.145 0.112
H -7.030 2.447 -2.516 0.110
H -8.587 5.814 5.507 0.063
H 2.717 -4.283 3.150 0.087
H -0.053 -2.591 0.617 0.116
H 7.686 3.974 -1.771 0.076
C -6.119 2.007 -1.961 -0.326
H 5.616 -3.920 0.484 0.104
H 2.358 -2.881 -0.151 0.106
C 1.512 -2.857 -0.937 -0.206
H -7.893 7.022 2.530 0.117
C 5.432 -7.226 1.529 -0.074
H 5.523 -0.275 -3.052 0.088
C 4.753 -1.789 -1.619 -0.202
C 7.558 0.975 -1.975 -0.216
H -10.638 4.966 2.405 0.086
H 8.097 -1.168 -1.769 0.102
C 7.238 1.983 -0.751 -0.276
H 6.031 -7.021 2.420 0.078